# 1
Entry from the OMol25 dataset: a 19-piece molecular cluster, C2H41O19 overall at a distorted geometry (the ωB97M-V functional and the def2-TZVPD basis).

As for the net charge: -1. The total energy comes out at -41644.7627 eV.

```
62
Properties=species:S:1:pos:R:3:forces:R:3:mulliken_charge:R:1
C -0.5928 -0.1192 -0.2274 -0.8436 -1.3902 -2.3131 1.26
C 0.2105 0.0633 0.9953 -1.4290 0.2726 0.5419 0.45
O 0.2484 1.4058 1.3842 0.7069 0.2138 0.3053 -1.16
H -0.6150 -1.1517 -0.6247 1.2310 0.0015 -0.0018 0.11
H -0.2039 0.5415 -0.9902 -0.0982 0.0185 -0.4349 -0.54
H -1.6770 -0.0905 -0.2655 -0.2541 1.3908 1.0627 -0.56
H 1.2174 -0.2662 0.7277 0.2328 -0.6190 0.6163 -0.29
H -0.3344 -0.5475 1.7542 1.0301 -0.0979 0.0202 0.45
O 0.9317 -2.9253 1.2370 1.7703 -0.4600 1.0298 -0.68
H 0.3425 -2.5255 0.6444 -1.6139 1.2344 -1.4730 0.28
H 0.8182 -3.8378 1.0118 -0.2607 -1.0577 0.0618 0.24
O 0.0003 -2.1249 3.8694 -0.3451 -0.4666 -0.0324 -0.75
H 0.4618 -2.1261 3.0290 0.2911 -0.5328 -0.1334 0.41
H -0.1058 -1.1804 4.0097 -0.1061 0.3588 0.6005 0.43
O 0.1682 0.5461 4.0853 2.2195 -2.7601 -1.2142 -0.72
H -0.3456 1.1995 4.4314 -2.2996 2.8197 1.3481 0.21
H 0.1629 0.6714 3.1206 0.0534 0.6978 -0.0119 0.47
O 1.6072 2.8077 -2.5893 -0.3011 0.8589 0.4259 -0.83
H 1.8144 2.3239 -3.3740 0.6773 -0.5953 -0.5830 0.29
H 1.9932 2.3483 -1.8069 0.1856 -0.0922 -0.2169 0.53
O -0.6525 1.6184 -3.0107 -1.4201 -0.9744 -0.5174 -0.76
H 0.1030 2.0829 -2.6329 0.7006 0.9236 -0.0355 0.43
H -0.7511 1.8314 -3.9401 0.2122 0.4300 -0.0645 0.27
O 3.5416 -2.4123 0.2374 0.5696 -0.7778 0.2386 -0.65
H 4.0241 -3.0966 0.7271 0.5944 0.4516 -0.2550 0.30
H 2.6669 -2.7451 0.4422 -1.2811 0.2716 -0.0611 0.36
O -4.4971 0.0292 -0.6826 0.0076 1.0668 -0.9317 -0.59
H -4.1084 0.7224 -1.2824 -0.4824 -0.7303 1.0381 0.28
H -5.4486 -0.0009 -0.8558 0.4173 0.1525 -0.0254 0.23
O 2.7757 1.6185 2.6169 1.4577 -1.4526 0.2387 -0.66
H 2.9416 2.5083 2.8278 0.1408 1.6762 0.5040 0.22
H 1.9876 1.5941 2.0954 -1.7850 0.1232 -0.6390 0.39
O 2.8567 -1.2107 2.9557 1.4749 -2.3566 -0.0501 -0.70
H 2.7781 -1.5940 2.0689 -0.1743 0.7627 0.3852 0.39
H 2.3540 -0.4370 3.0585 -0.9423 1.6182 -0.0972 0.28
O -1.1142 -3.7558 -0.8054 2.0936 -1.5017 0.0565 -0.56
H -1.3492 -4.3197 -1.5321 0.1581 -0.3623 -0.6334 0.30
H -1.8779 -3.2490 -0.6803 -1.7141 1.7986 0.6370 0.31
O 2.5261 -0.7787 -2.0753 -0.3489 0.6303 -0.9470 -0.73
H 2.1946 -0.2937 -1.3244 -0.0365 0.7739 0.4049 0.31
H 2.7489 -1.5965 -1.6715 0.6571 -1.4082 0.4400 0.32
O -2.3224 1.9505 2.1513 0.4978 0.9491 0.1064 -0.72
H -1.3884 1.6843 1.9745 -0.1152 -0.2419 -0.1718 0.26
H -2.2273 2.9055 1.9659 -0.4882 -0.6187 0.0723 0.30
O 0.1924 -0.8293 -3.7133 -0.8498 -1.4263 -1.6872 -0.77
H -0.1292 0.0236 -3.4821 -0.5121 1.4540 0.5971 0.40
H 1.0333 -0.8853 -3.3043 1.6161 -0.3167 0.9596 0.41
O -3.0924 -2.0962 0.0254 0.3418 -0.3595 0.4020 -0.63
H -3.7345 -2.6959 -0.3760 -0.3131 0.7661 0.1830 0.27
H -3.4724 -1.2038 0.1641 -0.3125 -0.6995 -0.4585 0.31
O -0.0993 3.5066 -0.2208 -1.0971 -0.9981 -1.5458 -0.70
H -0.0657 2.7906 0.4244 0.2339 -1.1843 0.8480 0.40
H 0.3266 4.2306 0.1499 1.1052 2.0386 0.9622 0.24
O -2.2918 -1.5910 -2.8576 -1.6639 -1.0610 -1.5398 -0.73
H -2.3294 -1.2637 -1.9833 0.3544 0.5644 1.3090 0.29
H -1.4571 -1.4189 -3.2823 1.0067 0.1981 0.2534 0.52
O -2.4546 2.6619 -1.2707 -0.4890 0.2516 0.3438 -0.74
H -1.6481 3.0069 -0.8326 -0.5363 -0.0552 -0.2213 0.30
H -2.1054 2.2486 -2.0621 0.2841 -0.1198 -0.1725 0.40
O 2.5230 1.6081 -0.4438 1.6283 -0.0352 -1.3378 -0.69
H 1.7416 1.6543 0.0793 -1.5402 0.3435 1.5467 0.32
H 3.1986 2.1851 -0.0643 -0.2967 -0.3597 0.2671 0.24
```
Positions in Å, forces in eV/Å.



# 2
Entry from the OMol25 dataset: a 20-piece molecular cluster, C2H42O21 overall at a distorted geometry (the ωB97M-V functional and the def2-TZVPD basis).

As for the net charge: -2. The total energy comes out at -45754.8104 eV.

```
65
Properties=species:S:1:pos:R:3:forces:R:3:mulliken_charge:R:1
O -11.2046 -2.3288 -3.4591 -0.4006 -0.4184 0.5543 -0.88
C -12.0329 -2.5195 -2.3271 1.4176 0.8714 -2.7484 -0.39
C -12.5915 -3.8826 -2.2854 -2.1483 1.4615 2.8195 3.14
O -13.8032 -3.7207 -1.5398 0.7513 -0.7230 0.5549 1.32
H -12.7809 -1.7116 -2.3183 -0.5420 -0.7486 0.6174 0.77
H -11.4599 -2.4545 -1.4393 0.6511 0.4061 1.3188 0.70
H -11.8846 -4.5158 -1.7316 -0.0199 -0.3056 -0.5904 -2.44
H -12.9364 -4.2300 -3.1899 0.1998 -1.2499 -2.5642 0.56
O -15.4594 -5.2689 1.1344 -0.7347 -0.7041 1.0127 -0.72
H -14.7962 -5.8309 0.6954 -0.1380 1.0418 -0.3580 0.36
H -15.5698 -4.3805 0.7621 0.5941 -0.3355 -0.2961 0.40
O -15.5797 -2.6334 0.1227 0.2062 -0.1636 -0.0976 -0.82
H -16.3164 -2.4927 -0.4736 -0.2497 0.2946 -0.1094 0.35
H -14.8708 -2.9267 -0.5024 0.0697 -0.0145 0.3326 -0.27
O -13.2692 -0.5384 0.5273 1.0500 -1.4770 -0.0172 -0.79
H -14.0266 -0.4051 1.0699 -1.0889 0.2423 0.7161 0.32
H -13.1464 -1.5241 0.5918 0.0615 0.9516 -0.0460 0.39
O -10.4077 -6.3235 -0.0430 1.2790 -0.4969 0.4710 -0.65
H -10.8131 -7.1550 -0.2586 -0.2496 -0.5736 -0.0203 0.30
H -11.0061 -5.7150 -0.4413 -0.8599 0.9082 -0.0580 0.19
O -13.4419 -6.4645 -5.4116 -0.1289 -0.5424 -0.3750 -0.66
H -13.1285 -6.4973 -6.3311 -0.0043 0.3877 0.6805 0.27
H -13.1201 -5.6380 -5.0330 0.0208 0.1256 -0.3984 0.40
O -15.6214 -5.5153 -2.2262 0.4111 -1.6163 -0.7257 -0.76
H -14.9614 -4.8480 -2.0051 0.5035 0.7022 0.2936 0.03
H -16.4497 -5.1080 -2.0808 -1.2259 0.6641 0.2132 0.27
O -10.7828 -0.2159 -0.5800 1.0498 1.3183 0.9252 -0.75
H -10.9582 -0.9826 -1.0901 -0.3361 -0.7069 -0.7348 0.22
H -11.6291 0.0966 -0.2433 -0.1460 -0.2307 -0.0554 0.37
O -13.4108 -2.4908 -5.2207 -0.9632 0.4321 -2.7961 -0.78
H -12.9960 -2.5692 -4.3904 1.7852 -0.0013 1.3616 0.19
H -12.7244 -2.2470 -5.8727 -0.3974 -0.3048 0.7985 0.37
O -12.1844 0.3204 -3.3582 -0.0084 0.6537 -1.1475 -0.83
H -12.1534 -0.6152 -3.1271 0.7421 0.0907 -0.4365 0.26
H -12.0349 0.3402 -4.3322 -0.0795 -0.1618 1.1214 0.34
O -9.6583 -1.0250 -5.0647 0.5883 0.0460 -1.1381 -0.69
H -9.6734 -0.1070 -4.7739 -0.4541 -0.4966 0.3948 0.30
H -10.3661 -1.5670 -4.6473 0.2204 0.7806 0.7288 0.33
O -9.4049 -4.0437 -2.7874 -0.0777 -1.2635 1.4563 -0.76
H -8.5879 -3.7681 -3.1636 0.8452 0.3194 -0.5130 0.23
H -10.0227 -3.3066 -2.8964 -0.7017 1.1045 -1.1338 0.06
O -12.2764 -3.7161 0.7118 -0.2440 0.3556 0.5117 -0.72
H -11.3514 -3.5091 0.6690 1.4206 0.0022 0.6574 0.66
H -12.5210 -3.4242 -0.1634 -1.2963 -0.1061 -0.4700 -0.75
O -14.6842 0.5359 -4.4195 -0.1141 1.1906 0.4585 -0.68
H -14.8798 0.0419 -5.1979 0.1667 -0.9258 -0.4700 0.28
H -13.9680 0.1372 -3.8870 -0.4873 0.1901 -0.3533 0.38
O -15.1880 -2.2970 -3.2209 0.3921 -0.0072 -0.5056 -0.77
H -14.7249 -2.2847 -4.0840 -0.8382 0.1748 0.4551 0.41
H -14.5380 -2.7369 -2.6159 -0.5722 -0.5607 0.0742 -0.07
O -14.9721 -0.1078 -1.5883 0.2569 -0.3998 0.1294 -0.78
H -14.3789 -0.2581 -0.8448 0.0811 0.4590 0.2382 0.51
H -14.8557 -0.9738 -2.0238 -0.8185 0.5387 -0.6344 0.27
O -9.4905 -3.3159 0.1357 0.0004 -0.1996 1.1976 -0.75
H -9.6591 -3.3841 -0.7955 0.3313 -0.2749 -1.1745 0.42
H -9.1610 -2.4335 0.2931 -0.0384 0.4724 -0.0968 0.26
O -11.1465 -4.4223 -5.5016 -0.2431 0.7998 -1.2934 -0.80
H -11.1448 -5.2188 -4.9988 0.3835 -1.1147 0.8741 0.34
H -11.3070 -3.7156 -4.8618 0.2851 0.2298 0.4509 0.34
O -13.3546 -6.1140 -0.4352 0.6169 -2.5669 -1.1095 -0.80
H -13.3492 -5.2301 -0.8635 -0.8139 -0.1522 0.0606 -0.13
H -13.4290 -6.8386 -1.1384 -0.1888 2.0004 1.3066 0.36
O -10.8495 -6.3690 -3.3255 -0.0787 -1.2377 -0.8294 -0.73
H -10.8014 -5.5293 -2.8796 0.2660 0.4143 0.4624 0.17
H -11.6254 -6.8666 -3.0421 0.0406 0.4507 0.0489 0.34
```
Positions in Å, forces in eV/Å.



# 3
Entry from the OMol25 dataset: a 21-piece molecular cluster, C2H45O21 overall at a distorted geometry (the ωB97M-V functional and the def2-TZVPD basis).

As for the net charge: -1. The total energy comes out at -45804.0963 eV.

```
68
Properties=species:S:1:pos:R:3:forces:R:3:mulliken_charge:R:1
C -0.4708 0.4448 -0.3586 0.7595 -1.1671 -0.0360 1.02
C 0.0238 -0.5802 0.6956 1.9213 0.4086 -1.4883 1.27
O 0.3208 -1.8507 0.0781 -0.8721 2.0835 1.1423 0.53
H 0.3221 0.7017 -1.0899 -0.4891 -0.3537 0.3088 -0.48
H -0.7843 1.3517 0.0644 -0.3185 1.3767 1.0105 -0.25
H -1.3581 0.0872 -0.8775 0.1118 -0.3321 -0.1263 -0.08
H -0.6002 -0.6299 1.5450 -1.9073 -0.4320 0.7420 0.33
H 0.9156 -0.1615 1.2475 -0.1703 -0.3685 -1.1531 -1.86
O -3.1978 0.9233 1.7146 1.9295 -1.2891 2.5718 -0.54
H -4.1104 0.8409 1.7202 -2.5981 -0.1146 -0.2253 0.25
H -2.9433 1.2920 0.9089 0.5096 1.3520 -2.3835 0.34
O -0.4358 3.7195 -1.2162 0.2830 1.6510 0.1299 -0.65
H -0.2954 4.6922 -1.1499 -0.3790 -0.9981 -0.2829 0.27
H 0.1403 3.3709 -0.5301 0.3293 -0.5379 0.2541 0.38
O 0.4331 1.1752 -3.7002 -0.2316 1.0408 -1.0535 -0.67
H 0.1184 0.3178 -3.4479 -0.1690 -1.0713 0.2751 0.44
H 1.1842 1.3726 -3.1602 0.3596 0.1111 0.4859 0.41
O 3.3271 -0.7897 2.0016 0.7952 -1.9160 0.6777 -0.65
H 2.6211 -1.0421 2.6215 -0.2235 0.4183 0.0861 0.31
H 3.7101 -1.6986 1.8646 -0.3394 1.2361 -0.1538 0.38
O 1.1063 -0.9336 3.8583 2.3650 0.5931 0.7259 -0.63
H 0.8221 -1.1364 4.7354 -0.3663 -0.1139 0.7731 0.27
H 0.3662 -0.9851 3.3123 -2.2972 -0.4035 -1.2770 0.21
O 1.2573 1.7426 2.6302 0.3896 1.8010 -0.6697 -0.77
H 1.5018 1.8428 1.6773 -0.2488 -0.6189 1.3127 0.51
H 0.9399 0.8917 2.8783 -0.0550 -0.9508 -0.0156 0.46
O 1.8269 2.9194 0.3662 -0.9145 0.8990 1.2833 -0.78
H 1.9433 3.7543 -0.0609 0.1835 1.0957 -0.0290 0.27
H 2.2724 2.3790 -0.2463 1.0310 -1.8261 -1.5728 0.30
O -2.0306 -2.8484 0.6925 -2.0109 -1.1476 1.0050 -0.78
H -1.1716 -2.4482 0.6492 2.0257 0.7156 -0.6772 0.20
H -1.9014 -3.6694 1.1855 -0.0622 0.1641 -0.2466 0.26
O 2.6028 2.3071 -2.1228 0.2554 1.6859 -0.3253 -0.63
H 3.0342 2.9986 -2.6699 -0.4453 -0.8166 0.3925 0.21
H 2.9396 1.4739 -2.4174 0.6420 -1.0776 -0.0819 0.30
O -1.9681 -0.4611 -3.5331 -0.1969 -0.5110 -2.1606 -0.71
H -1.9482 -0.9142 -2.7124 -0.1023 -0.7992 1.7366 0.30
H -2.0886 -1.2344 -4.1254 0.1274 0.9844 0.2225 0.36
O -2.1693 -0.9325 3.6710 2.2274 0.2901 0.6819 -0.58
H -2.5771 -1.0834 2.8425 -0.9293 -0.0506 -1.3521 0.23
H -2.7548 -1.1231 4.3754 -1.0463 -0.3243 0.7129 0.27
O -2.2377 2.1685 -2.6744 -1.7064 -1.6985 -1.1191 -0.69
H -2.0463 1.2138 -2.7865 -0.5608 0.7944 -0.6635 0.55
H -1.5242 2.3922 -2.1378 1.8880 1.2249 1.1999 0.23
O 3.2962 -2.9573 -1.5414 1.4860 0.3487 -0.0485 -0.72
H 3.5574 -2.0639 -1.2328 -0.9006 -0.6568 -0.2606 0.39
H 2.3607 -3.0993 -1.3716 -0.0062 0.1362 0.0592 0.36
O -0.6192 3.8225 2.1791 -1.5942 -0.3439 0.3760 -0.63
H -0.0778 3.0342 2.0528 0.6177 0.1088 0.2605 0.39
H -0.2180 4.6131 1.8635 0.8703 0.4222 -0.3592 0.27
O 0.7101 -1.4511 -2.5407 -0.0150 0.3497 -0.4088 -0.63
H 0.5004 -1.4920 -1.5954 0.1219 0.0880 0.9198 -0.25
H 0.2620 -2.2488 -2.7934 -0.1386 -0.6581 -0.7461 0.28
O 0.9871 -4.2040 -0.9380 0.3463 -2.1065 -1.1336 -0.76
H 0.6145 -3.4630 -0.4998 -0.8750 1.4449 0.9577 0.41
H 0.3102 -4.5825 -1.5126 0.1136 0.2499 0.2064 0.33
O 1.2238 -3.1695 2.0488 0.3091 0.1847 -0.2177 -0.71
H 0.5484 -3.2512 2.6988 -0.5715 -0.4265 1.2112 0.33
H 0.7874 -2.5234 1.4254 0.7593 -0.4882 -0.8137 0.00
O -2.8642 3.0975 0.0079 -0.6787 -0.3069 -0.1869 -0.66
H -3.0037 3.5261 0.8452 0.1334 0.2090 0.6647 0.31
H -1.9834 3.3630 -0.2672 0.2511 0.1659 -0.2858 0.40
O 2.8256 -0.3678 -0.5022 0.3070 0.8634 -0.0485 -0.94
H 3.0177 -0.4102 0.4633 0.0512 0.0238 -0.3317 0.54
H 1.8897 -0.5894 -0.5129 -0.0199 -0.4754 -0.2892 0.28
O -2.8525 -2.3640 -1.7515 0.1530 0.5310 -2.3360 -0.65
H -2.6152 -2.5730 -0.8604 -0.2160 -0.6168 1.5886 0.38
H -3.7722 -2.4969 -1.9831 0.0025 -0.0544 0.5853 0.22
```
Positions in Å, forces in eV/Å.



# 4
Entry from the OMol25 dataset: one molecule with the formula C2H4Br2 at a distorted geometry (the ωB97M-V functional and the def2-TZVPD basis).

Its SMILES is BrCCBr. The total energy comes out at -142223.4740 eV.

```
8
Properties=species:S:1:pos:R:3:forces:R:3:mulliken_charge:R:1
Br -12.8280 27.5900 -22.4298 0.4662 -0.1034 0.8765 -0.13
C -12.0283 27.4039 -20.6146 -1.2200 0.2458 0.0502 -0.60
C -12.6273 28.3573 -19.5286 1.6256 0.1631 -0.9184 -0.54
Br -12.7738 30.3011 -20.1498 -0.0368 -1.7563 0.6673 -0.14
H -10.9414 27.4551 -20.6789 -0.2476 0.4884 -0.2876 0.34
H -12.2620 26.3798 -20.3233 -0.1130 0.0613 0.0006 0.35
H -11.8132 28.3514 -18.8038 -0.2124 0.4738 0.2739 0.32
H -13.5098 27.9860 -19.0077 -0.2620 0.4272 -0.6625 0.38
```
Positions in Å, forces in eV/Å.



# 5
Entry from the OMol25 dataset: one molecule with the formula C2H4Br2 (the ωB97M-V functional and the def2-TZVPD basis).

Its SMILES is BrCCBr. The total energy comes out at -142223.7491 eV.

```
8
Properties=species:S:1:pos:R:3:forces:R:3:mulliken_charge:R:1
Br -1.9791 -0.1595 -1.0848 0.0860 -0.1139 -0.0389 -0.12
C -0.2512 0.5274 -0.5189 -0.2063 -0.2680 0.4718 -0.55
C 0.5541 -0.3554 0.4478 -0.3512 0.1159 -0.5883 -0.51
Br -0.4768 -1.3444 1.7474 -0.0355 0.0990 0.1445 -0.11
H -0.4725 1.4836 -0.0586 0.0380 0.0729 -0.0809 0.32
H 0.2930 0.6503 -1.4471 0.2119 0.1831 0.0465 0.33
H 1.2099 0.2967 1.0134 0.1866 -0.0751 0.0098 0.32
H 1.1226 -1.0988 -0.0992 0.0705 -0.0139 0.0356 0.32
```
Positions in Å, forces in eV/Å.



| no. | LUMO level (eV) |
| --- | --- |
| 1 | 2.525 |
| 2 | 4.818 |
| 3 | 2.110 |
| 4 | 0.393 |
| 5 | 0.676 |